Record 1
Below is 3 unconnected molecules or ions with the total composition C26H55IN2O4, with properties calculated with the ωB97M-V functional and the def2-TZVPD basis.

```
88
Properties=species:S:1:pos:R:3
C -4.7918 -5.5706 7.5256
C -4.7429 -6.0565 6.0769
C -3.3127 -6.2313 5.5680
C -3.2428 -6.7676 4.1263
C -2.0188 -7.6568 3.8147
C -1.0499 -7.0402 2.7953
C -0.0656 -6.0266 3.4184
C -0.1185 -4.6180 2.8093
C 0.8687 -4.4675 1.6500
C 0.6493 -3.2542 0.7616
O -0.1033 -2.2391 1.4698
C 0.0773 -1.0495 0.8620
O -0.7181 -0.1750 0.9509
C 1.3729 -1.0821 0.0205
C 2.4160 0.0037 0.3719
C 1.9259 1.3740 0.8631
C 3.1013 2.1252 1.4827
I 2.5430 4.0831 2.0863
N 0.9512 -1.1601 -1.3874
C 0.8786 0.0303 -2.2302
C -0.3151 0.9355 -1.9460
C 1.9174 -2.4654 0.4314
N 2.8296 -3.1080 -0.5060
H -5.8018 -5.6459 7.9347
H -4.4903 -4.5224 7.5992
H -4.1295 -6.1612 8.1639
H -5.2790 -7.0061 5.9872
H -5.2383 -5.3109 5.4466
H -2.8266 -5.2485 5.6011
H -2.7604 -6.8938 6.2425
H -3.2506 -5.9143 3.4423
H -4.1579 -7.3358 3.9302
H -2.3539 -8.6290 3.4440
H -1.4710 -7.8453 4.7444
H -1.6445 -6.5275 2.0295
H -0.5105 -7.8381 2.2774
H -0.2847 -5.9406 4.4880
H 0.9534 -6.4213 3.3513
H -1.1376 -4.4160 2.4637
H 0.0895 -3.8733 3.5816
H 0.8092 -5.3706 1.0343
H 1.8882 -4.4479 2.0540
H 0.1258 -3.5270 -0.1589
H 3.0531 0.1640 -0.5050
H 3.0737 -0.4079 1.1453
H 1.1504 1.2474 1.6199
H 1.5282 1.9726 0.0429
H 3.4739 1.6154 2.3690
H 3.9029 2.2584 0.7565
H 1.4357 -1.9055 -1.8577
H 1.8134 0.6097 -2.2314
H 0.7588 -0.3440 -3.2518
H -0.2296 1.8347 -2.5648
H -0.3683 1.2541 -0.9099
H -1.2425 0.4311 -2.2196
H 2.4228 -2.3778 1.4001
H 3.0663 -2.5331 -1.3013
H 3.6860 -3.4030 -0.0631
C 2.6464 4.2284 -4.2942
C 2.2467 3.8193 -2.8871
O 3.0958 4.3161 -1.8686
C 3.1871 5.7281 -1.7797
C 1.8561 6.4065 -1.5173
H 3.6720 3.9230 -4.5074
H 1.9834 3.7518 -5.0178
H 2.5733 5.3065 -4.4423
H 2.3058 2.7348 -2.7893
H 1.2052 4.1021 -2.6955
H 3.6591 6.1374 -2.6810
H 3.8687 5.9192 -0.9504
H 1.1472 6.2500 -2.3328
H 1.9977 7.4825 -1.4034
H 1.4069 6.0162 -0.6030
C -1.7379 8.6494 -4.7233
C -0.6064 7.6462 -4.5830
O -1.0068 6.3811 -4.0873
C -1.9543 5.6750 -4.8682
C -1.4850 5.3565 -6.2774
H -2.2473 8.7855 -3.7686
H -1.3403 9.6122 -5.0457
H -2.4779 8.3345 -5.4600
H 0.1194 8.0114 -3.8555
H -0.0733 7.5353 -5.5348
H -2.9093 6.2117 -4.8963
H -2.1279 4.7489 -4.3196
H -1.3229 6.2566 -6.8715
H -2.2370 4.7550 -6.7892
H -0.5502 4.7943 -6.2514
```

As for the HOMO energy: -0.329 Ha. As for the structure (SMILES): CCCCCCCCC[C@H]1OC(=O)[C@](CCCI)(NCC)[C@@H]1N.CCOCC.CCOCC. The value obtained for the HOMO-LUMO gap is 9.487 eV.

=====

Record 2
Below is a molecular structure, C41H45IN3P2Pd, with properties calculated with the ωB97M-V functional and the def2-TZVPD basis.

```
93
Properties=species:S:1:pos:R:3
Pd 0.7574 0.3322 0.1266
I 0.4552 1.2687 2.9297
C 2.0283 2.6164 2.6612
C 3.0138 2.4878 3.6010
C 4.0543 3.4325 3.7010
C 4.0235 4.5292 2.9011
C 3.0115 4.6878 1.9214
C 2.9907 5.8944 1.1748
C 2.0374 6.1145 0.2341
C 1.1409 5.0720 -0.0730
C 1.1397 3.8652 0.5785
P 0.1895 2.5233 -0.2645
C 0.4147 3.0074 -2.0250
C -0.6157 3.3457 -2.8933
C -0.3589 3.5670 -4.2448
C 0.9294 3.4672 -4.7393
C 1.9711 3.1482 -3.8726
C 1.7126 2.9131 -2.5351
C -1.5615 2.9673 0.0861
C -1.9421 3.9451 0.9957
C -3.2832 4.1559 1.2978
C -4.2665 3.4003 0.6819
C -3.8986 2.4242 -0.2385
C -2.5619 2.2019 -0.5217
C 2.0279 3.6835 1.7024
H 2.9752 1.6699 4.3064
H 4.8277 3.3000 4.4449
H 4.7658 5.3109 2.9989
H 3.7428 6.6426 1.3917
H 1.9948 7.0443 -0.3154
H 0.4636 5.2221 -0.9041
H -1.6250 3.4629 -2.5266
H -1.1721 3.8349 -4.9073
H 1.1295 3.6498 -5.7866
H 2.9867 3.0811 -4.2421
H 2.5305 2.6567 -1.8698
H -1.1873 4.5497 1.4835
H -3.5554 4.9178 2.0158
H -5.3094 3.5712 0.9120
H -4.6628 1.8420 -0.7408
H -2.2818 1.4413 -1.2471
N -4.8915 -2.3013 -2.2041
C -3.4640 -1.9801 -1.7694
C -2.5031 -2.4623 -2.8363
C -1.0812 -2.0674 -2.4081
N -1.0143 -0.6055 -2.3584
C -0.7778 -2.6745 -1.0386
C -1.7747 -2.3089 0.0561
N -1.5870 -0.9425 0.5308
C -3.2111 -2.6177 -0.4186
H -5.1101 -1.8573 -3.0982
H -5.5733 -1.9808 -1.5136
H -5.0152 -3.3099 -2.3186
H -3.4291 -0.8909 -1.7105
H -2.7435 -2.0160 -3.8057
H -2.5743 -3.5518 -2.9391
H -0.3723 -2.4887 -3.1272
H -0.7612 -0.2263 -3.2654
H -0.2541 -0.3212 -1.7198
H 0.2144 -2.3614 -0.7093
H -0.7602 -3.7634 -1.1467
H -1.5789 -2.9567 0.9133
H -2.0629 -0.7817 1.4102
H -1.9006 -0.2416 -0.1330
H -3.9354 -2.2662 0.3222
H -3.3291 -3.7045 -0.5116
C 4.1330 0.2553 -0.6946
P 2.6614 -0.7990 -0.4267
C 3.3505 -2.1124 0.6397
C 4.5267 -2.8058 0.3490
C 5.0100 -3.7696 1.2169
C 4.3257 -4.0510 2.3950
C 3.1612 -3.3656 2.6988
C 2.6772 -2.4013 1.8218
C 2.5321 -1.6293 -2.0671
C 2.5332 -3.0117 -2.2377
C 2.3300 -3.5777 -3.4914
C 2.1157 -2.7699 -4.5979
C 2.1041 -1.3879 -4.4402
C 2.3055 -0.8278 -3.1894
H 5.0177 -0.3172 -0.9744
H 4.3299 0.7988 0.2306
H 3.9140 0.9831 -1.4757
H 5.0673 -2.5972 -0.5673
H 5.9224 -4.3015 0.9816
H 4.7061 -4.8023 3.0746
H 2.6302 -3.5745 3.6184
H 1.7692 -1.8532 2.0529
H 2.7112 -3.6612 -1.3897
H 2.3491 -4.6545 -3.6014
H 1.9685 -3.2093 -5.5755
H 1.9423 -0.7432 -5.2951
H 2.2660 0.2507 -3.0804
```

As for the HOMO energy: -0.318 Ha. The value obtained for the relative energy (zero: lowest compared OMol25 entry of this formula, charge and spin) is 4.7 kcal/mol. As for the charge: +1. The value obtained for the HOMO-LUMO gap is 5.507 eV.

=====

Record 3
Below is a molecular structure, C12H11ClN3O8Tc, with properties calculated with the ωB97M-V functional and the def2-TZVPD basis.

```
36
Properties=species:S:1:pos:R:3
Tc 0.6854 0.5003 -0.3170
N 2.7132 -0.0894 -0.5554
C 3.4827 1.1342 -0.8642
C 2.9329 2.2846 -0.0303
O 3.6434 3.1692 0.4044
N 1.5831 2.1702 0.1725
C 0.9958 2.8300 1.3153
C 0.5655 1.7056 2.2783
O 0.2346 1.9432 3.4169
O 0.5902 0.5231 1.7163
H 3.0129 -0.5821 0.2845
H 2.7504 -0.7598 -1.3166
H 3.3125 1.3624 -1.9160
H 4.5502 1.0287 -0.6820
H 0.1127 3.4087 1.0353
H 1.7083 3.4910 1.8049
O -4.5778 -2.8497 0.1917
C -3.3619 -2.2328 0.1505
C -3.2372 -1.0812 -0.5620
C -1.1443 -0.2995 -2.0824
N -0.8654 -1.1777 0.2819
C -1.0859 -2.3550 0.9150
C -2.3392 -2.8928 0.8644
C 0.2596 -3.1343 1.1726
O 0.1173 -4.1520 1.8529
O 1.2614 -2.6214 0.6346
C -0.1292 0.2553 -2.9838
O -0.2595 0.2443 -4.1856
O 0.9232 0.6982 -2.3284
H -5.1913 -2.3852 -0.3873
H -4.0426 -0.5739 -1.0735
H -2.5905 -3.8217 1.3510
Cl -1.6784 -0.3235 -0.6717
C -1.5792 1.2035 -0.0748
H -1.7854 1.3674 0.9753
H -1.5674 2.0121 -0.7870
```

As for the HOMO energy (alpha / beta): -0.206 / -0.206 Ha. The value obtained for the relative energy (zero: lowest compared OMol25 entry of this formula, charge and spin) is 339.7 kcal/mol. As for the spin multiplicity: 2. As for the charge: -1. The value obtained for the HOMO-LUMO gap (alpha / beta) is 6.277 / 6.635 eV.

=====

Record 4
Below is 6 unconnected molecules or ions with the total composition C5H21N2O6, with properties calculated with the ωB97M-V functional and the def2-TZVPD basis.

```
34
Properties=species:S:1:pos:R:3
C 0.1854 -0.3170 -1.2991
O 1.2692 0.5262 -1.5612
C 0.2406 -0.9109 0.1078
C -0.2042 0.0221 1.2652
C -1.3538 -0.5120 2.1149
C -3.1040 0.8123 1.2895
N -2.6842 -0.3520 1.5143
N 1.5601 -1.5006 0.3494
H 0.1934 -1.1816 -1.9846
H -0.6988 0.3022 -1.5073
H -0.5257 -1.6687 0.1932
H -0.4075 1.0320 0.8952
H 0.6920 0.1632 1.8766
H -1.3750 0.0080 3.0719
H -1.1771 -1.5794 2.1922
H -4.1226 0.8746 0.9264
H -2.5048 1.7132 1.4128
H 2.1383 -0.8995 0.9123
H 1.9823 -1.7015 -0.5124
H 0.0065 -3.4986 2.7270
H 0.6930 -3.2463 1.3601
O 0.1848 -3.8922 1.8717
H -4.2738 -0.2822 -1.5573
H -2.8459 -0.1556 -1.2402
O -3.4298 -0.1753 -2.0158
H 4.0302 0.9067 -1.4312
H 2.7317 0.1382 -1.3067
O 3.7450 -0.0128 -1.4007
H 1.3889 3.3221 -0.5069
H 1.9139 1.9705 -0.2349
O 1.6448 2.7480 0.2243
H 1.0312 1.8502 -2.1338
H 1.9118 2.6658 -3.1000
O 1.1642 2.8310 -2.5128
```

As for the HOMO energy: -0.186 Ha. The value obtained for the relative energy (zero: lowest compared OMol25 entry of this formula, charge and spin) is 0.0 kcal/mol. As for the charge: -1. The value obtained for the HOMO-LUMO gap is 8.084 eV.

=====

Record 5
Below is a molecular structure, C22H62CaN2O14S, with properties calculated with the ωB97M-V functional and the def2-TZVPD basis.

```
102
Properties=species:S:1:pos:R:3
Ca 1.0423 -1.4508 -1.5167
S -1.1088 -0.1172 -0.0699
O -1.5563 1.2670 -0.2040
O -1.7673 -0.7581 1.0658
O -1.2629 -0.9107 -1.2882
O 0.3556 -0.1749 0.1400
C -3.3080 3.5629 -2.0708
O -3.2846 2.1303 -2.0356
H -3.7616 3.8923 -1.1315
H -2.2720 3.9124 -1.9862
H -3.8191 3.9359 -2.9505
H -2.6443 1.8618 -1.3304
C -2.1380 -0.7384 4.5072
O -1.0221 -0.4605 3.6960
H -3.0704 -0.6814 3.9360
H -2.1553 -1.7608 4.9123
H -2.1841 -0.0751 5.3720
H -1.3124 -0.6010 2.7730
C -3.6084 -3.4198 1.9173
O -2.2674 -3.3651 1.4592
H -3.8781 -4.4706 2.0212
H -3.7702 -2.9231 2.8742
H -4.2793 -2.9874 1.1716
H -2.0210 -2.4148 1.3166
C -4.6037 -1.0788 -1.2361
O -3.7035 -1.8149 -2.0726
H -4.6819 -0.0667 -1.6453
H -5.6017 -1.5115 -1.2838
H -4.2052 -1.0447 -0.2216
H -2.8058 -1.4826 -1.8591
C 0.2676 -1.7959 -4.8733
O 0.1388 -2.1781 -3.5259
C -0.8042 -3.2550 -3.3112
C -0.4191 -4.1428 -2.1561
N -0.1830 -3.4273 -0.8774
C 0.4211 -4.2247 0.1758
C 0.8705 -3.3166 1.2913
O 1.9446 -2.5021 0.8553
C 2.7569 -2.0194 1.9075
H 1.0489 -1.0529 -5.0201
H -0.6625 -1.3584 -5.2520
H 0.4889 -2.6574 -5.5117
H -0.9189 -3.8822 -4.1977
H -1.7880 -2.8225 -3.1112
H 0.4900 -4.6888 -2.4292
H -1.2013 -4.8815 -1.9552
H -1.1265 -3.2501 -0.5269
H 1.2265 -4.8854 -0.1566
H -0.3175 -4.9020 0.6262
H 1.1623 -3.9477 2.1399
H 0.0857 -2.6530 1.6639
H 3.5581 -2.7303 2.1200
H 2.1864 -1.7043 2.7837
H 3.2198 -1.0864 1.5780
C -0.2531 1.1295 -3.2448
O 0.8613 0.4272 -2.6699
C 1.9050 1.4006 -2.4048
C 3.2249 0.6660 -2.1721
N 3.1775 -0.3095 -1.0698
C 4.5095 -0.8883 -0.9184
C 5.5495 -0.0351 -0.1946
O 6.1192 0.9258 -1.0787
C 7.1506 1.6279 -0.4259
H -0.5148 2.0007 -2.6411
H -1.1257 0.4851 -3.2344
H -0.0158 1.5258 -4.2349
H 1.7349 2.1027 -1.5870
H 2.0574 1.9808 -3.3183
H 3.9321 1.4575 -1.9021
H 3.5249 0.2634 -3.1412
H 3.0395 0.2756 -0.2353
H 4.9550 -1.1445 -1.8854
H 4.4698 -1.8459 -0.3913
H 6.3286 -0.6973 0.1929
H 5.0752 0.4944 0.6402
H 7.5305 2.4370 -1.0521
H 8.0134 0.9841 -0.2333
H 6.8182 2.1293 0.4876
C -3.3253 3.8968 3.4899
C -3.0302 2.7650 2.5270
C -4.3223 2.0680 2.0888
O -2.4614 3.3073 1.3354
H -2.4785 4.2796 4.0550
H -4.1488 3.5870 4.1424
H -3.8217 4.7414 2.9999
H -2.3091 2.0651 2.9633
H -5.0047 2.7863 1.6279
H -4.8974 1.6071 2.8970
H -4.0721 1.3360 1.3190
H -2.1396 2.5619 0.7906
C 0.9396 2.8523 2.5891
C 1.7273 2.6846 1.2859
C 2.9342 3.6279 1.2114
O 2.2166 1.3501 1.2182
H 1.6457 2.9008 3.4205
H 0.2380 2.0270 2.6957
H 0.3974 3.8001 2.6074
H 1.0794 2.9375 0.4380
H 3.5369 3.5063 0.3110
H 3.5346 3.6274 2.1204
H 2.4915 4.6280 1.1381
H 1.4526 0.7751 0.9457
```

As for the HOMO energy: -0.326 Ha. The value obtained for the relative energy (zero: lowest compared OMol25 entry of this formula, charge and spin) is 0.0 kcal/mol. The value obtained for the HOMO-LUMO gap is 8.632 eV.

=====

Record 6
Below is 14 unconnected molecules or ions with the total composition CH27O16, with properties calculated with the ωB97M-V functional and the def2-TZVPD basis.

```
44
Properties=species:S:1:pos:R:3
C -0.3138 -0.3405 -0.0088
O -0.7328 -0.2245 -1.1858
O 0.9792 -0.0695 0.3072
O -1.1258 -0.4605 0.8602
H 1.3532 -0.1355 -0.6708
O -1.5108 -3.4775 0.0982
H -1.3508 -2.5855 -0.0968
H -2.3738 -3.5505 -0.2968
O 2.3372 2.9395 -0.2778
H 2.6752 2.2205 0.2842
H 1.5182 3.0575 -0.0678
O -0.9268 -2.9895 2.9382
H -0.4358 -2.3145 2.5232
H -1.2818 -3.2795 2.0632
O -2.5958 1.7765 1.1502
H -3.2928 1.4685 0.6012
H -1.9618 1.1125 0.8992
O 4.3732 1.5025 -2.0128
H 3.7542 0.7305 -2.1708
H 3.8482 2.2865 -1.7128
O 1.4822 -1.0755 3.4642
H 1.1492 -0.1455 3.2632
H 1.6382 -1.6955 2.6802
O 0.1352 1.4425 3.2802
H -0.8178 1.3365 2.7362
H 0.0492 2.0935 3.9652
O 3.5812 1.1155 1.3582
H 4.4122 0.8295 0.9742
H 2.7982 0.4885 1.3232
O -1.6408 -2.1675 -2.7618
H -2.4538 -2.3395 -2.5348
H -1.5578 -1.4815 -2.2118
O 0.2922 1.6705 -2.7848
H -0.2648 1.0995 -2.2348
H 0.0472 2.5055 -2.4078
O -3.6308 -1.2975 1.6392
H -2.7448 -0.8895 1.5312
H -4.0318 -0.8285 0.9062
O 2.3612 -0.1925 -2.3648
H 2.3772 -0.9695 -3.0808
H 1.8262 0.5715 -2.6758
O -2.7598 1.1365 -2.1838
H -2.2518 0.3175 -1.8548
H -2.9298 0.8105 -3.2508
```

As for the HOMO energy: -0.273 Ha. The value obtained for the relative energy (zero: lowest compared OMol25 entry of this formula, charge and spin) is 64.4 kcal/mol. As for the charge: -1. The value obtained for the HOMO-LUMO gap is 9.912 eV.

=====

Record 7
Below is a molecular structure, C33H30F3N6O2PtS4, with properties calculated with the ωB97M-V functional and the def2-TZVPD basis.

```
79
Properties=species:S:1:pos:R:3
Pt -1.5509 0.3125 0.6594
S 0.2260 1.8839 0.7413
C 1.4087 1.2630 -0.3019
N 2.4002 1.9901 -0.7396
C 3.4523 1.4091 -1.5881
C 3.7164 0.0001 -1.1516
N 2.4488 -0.7494 -1.1537
C 2.5506 -2.1524 -1.6363
C 2.8860 -2.1778 -3.1039
C 1.9451 -1.7570 -4.0415
C 2.2620 -1.7602 -5.3900
C 3.5169 -2.1889 -5.8082
C 4.4528 -2.6151 -4.8795
C 4.1380 -2.6075 -3.5262
C 1.3391 -0.1860 -0.7694
S -0.1615 -0.9805 -0.8148
C 2.5797 3.4351 -0.4277
C 3.7778 3.6404 0.4593
C 3.7592 3.1853 1.7760
C 4.8694 3.3622 2.5851
C 5.9998 3.9998 2.0859
C 6.0191 4.4598 0.7790
C 4.9090 4.2776 -0.0360
H 4.3454 2.0168 -1.4564
H 3.1368 1.4596 -2.6332
H 4.1531 -0.0431 -0.1513
H 4.3847 -0.4894 -1.8565
H 1.6083 -2.6477 -1.4200
H 3.3396 -2.6198 -1.0453
H 0.9571 -1.4431 -3.7201
H 1.5289 -1.4429 -6.1193
H 3.7594 -2.1991 -6.8622
H 5.4252 -2.9587 -5.2047
H 4.8671 -2.9537 -2.8017
H 1.6603 3.7975 0.0236
H 2.7141 3.9337 -1.3891
H 2.8701 2.7087 2.1758
H 4.8522 3.0184 3.6105
H 6.8619 4.1464 2.7223
H 6.8929 4.9667 0.3930
H 4.9206 4.6525 -1.0535
N -2.6791 -6.7916 4.8154
C -2.8645 -5.6417 4.1966
C -2.0356 -5.2876 3.0797
C -2.2547 -4.1082 2.4263
C -3.2839 -3.2607 2.8675
C -4.1088 -3.5847 3.9603
C -3.9065 -4.7559 4.6301
S -3.6414 -1.7745 1.9408
O -3.0938 -1.9640 0.6259
O -5.0309 -1.5020 2.1468
N -2.6809 -0.5917 2.5932
C -3.1995 0.3626 3.3542
S -4.7564 0.3567 4.2094
C -4.3536 1.8342 4.8909
C -3.0955 2.2826 4.4213
N -2.4718 1.4794 3.5881
H -1.9627 -7.4465 4.5240
H -3.2574 -7.0748 5.5985
H -1.2595 -5.9704 2.7584
H -1.6674 -3.8342 1.5608
H -4.9221 -2.9295 4.2402
H -4.5325 -5.0385 5.4670
H -5.0096 2.3456 5.5804
H -2.6539 3.2270 4.7092
F -5.9840 1.9605 -4.4215
C -5.1806 2.9056 -3.9269
F -4.4654 3.4235 -4.9230
F -5.9405 3.8688 -3.3997
C -4.2870 2.3120 -2.8540
C -4.8719 1.6219 -1.8022
C -4.0552 1.0932 -0.8285
N -2.7182 1.2255 -0.8648
C -2.1597 1.8880 -1.8825
C -2.9126 2.4491 -2.8966
H -5.9436 1.4906 -1.7429
H -4.4701 0.5362 0.0013
H -1.0826 1.9675 -1.8686
H -2.4288 2.9787 -3.7047
```

As for the HOMO energy (alpha / beta): -0.561 / -0.561 Ha. The value obtained for the relative energy (zero: lowest compared OMol25 entry of this formula, charge and spin) is 0.0 kcal/mol. As for the spin multiplicity: 5. As for the charge: +3. The value obtained for the HOMO-LUMO gap (alpha / beta) is 7.022 / 4.055 eV.

=====

Short version: max |F| = 0.93; 0.47; 4.02; 2.36; 2.45; 8.15; 0.71 eV Å⁻¹, in the order given.